No. 1
Density functional theory data (ωB97M-V with the def2-TZVPD basis set) for 10 unconnected molecules or ions with the total composition C30H60O30.

Each line ends with the Mulliken charge.
Cartesian coordinates (Å):
C 1.574 0.932 -2.729  -0.62
O 1.560 -0.514 -2.799  -0.27
C 0.553 -1.155 -2.152  0.76
O -0.356 -0.660 -1.446  -0.58
O 0.675 -2.537 -2.367  -0.29
C 0.005 -3.515 -1.614  -0.60
H 2.554 1.239 -3.096  0.22
H 1.490 1.186 -1.672  0.31
H 0.774 1.445 -3.262  0.28
H -0.543 -3.064 -0.786  0.33
H 0.750 -4.215 -1.237  0.22
H -0.718 -4.038 -2.239  0.24
C 10.534 7.477 1.649  -0.65
O 10.346 6.851 0.394  -0.29
C 10.065 5.522 0.463  0.76
O 10.112 4.790 1.429  -0.54
O 9.759 5.158 -0.804  -0.30
C 9.191 3.847 -1.012  -0.62
H 11.516 7.250 2.064  0.29
H 9.823 7.163 2.412  0.31
H 10.420 8.543 1.451  0.23
H 8.682 3.781 -1.974  0.21
H 8.594 3.580 -0.139  0.31
H 10.038 3.162 -0.962  0.28
C -5.788 8.457 -5.641  -0.61
O -5.463 7.844 -4.400  -0.31
C -5.139 6.590 -4.304  0.81
O -5.174 5.772 -5.226  -0.58
O -4.845 6.264 -3.007  -0.30
C -4.099 5.131 -2.657  -0.66
H -6.164 9.471 -5.503  0.22
H -6.459 7.864 -6.263  0.29
H -4.799 8.526 -6.093  0.29
H -3.139 5.411 -2.223  0.26
H -3.979 4.316 -3.371  0.33
H -4.603 4.593 -1.854  0.25
C -6.297 -8.129 -1.737  -0.69
O -5.908 -6.859 -2.236  -0.27
C -6.959 -5.927 -2.262  0.74
O -8.074 -5.996 -1.732  -0.54
O -6.395 -4.820 -2.787  -0.27
C -7.272 -3.763 -2.968  -0.75
H -6.868 -8.576 -2.550  0.29
H -6.985 -8.006 -0.901  0.30
H -5.554 -8.852 -1.401  0.27
H -6.840 -2.764 -2.909  0.29
H -8.051 -3.626 -2.218  0.32
H -7.799 -3.912 -3.910  0.30
C 5.729 -3.248 0.387  -0.60
O 6.908 -2.968 -0.333  -0.29
C 7.026 -3.358 -1.647  0.78
O 6.215 -3.988 -2.333  -0.58
O 8.186 -2.931 -2.005  -0.30
C 8.580 -2.726 -3.388  -0.64
H 5.410 -4.287 0.305  0.29
H 4.896 -2.677 -0.023  0.25
H 5.824 -2.889 1.412  0.24
H 7.919 -1.963 -3.800  0.31
H 8.378 -3.559 -4.062  0.31
H 9.623 -2.412 -3.425  0.23
C -6.351 -11.397 4.198  -0.62
O -6.525 -10.027 4.127  -0.30
C -5.519 -9.197 3.887  0.80
O -4.351 -9.504 3.547  -0.59
O -6.000 -7.956 4.033  -0.30
C -5.136 -6.844 3.848  -0.63
H -6.008 -11.644 3.193  0.29
H -7.270 -11.958 4.372  0.23
H -5.580 -11.743 4.886  0.29
H -5.514 -5.999 4.425  0.24
H -5.052 -6.630 2.783  0.26
H -4.106 -6.972 4.179  0.32
C -0.286 7.622 7.367  -0.62
O 0.966 7.228 6.778  -0.29
C 1.015 6.465 5.626  0.78
O 0.047 6.076 4.894  -0.60
O 2.278 6.245 5.394  -0.28
C 2.747 5.555 4.241  -0.62
H -0.706 6.779 7.916  0.27
H -0.965 8.001 6.603  0.31
H -0.087 8.489 7.996  0.23
H 2.176 4.640 4.086  0.30
H 3.812 5.329 4.301  0.23
H 2.531 6.112 3.330  0.29
C -3.954 0.603 5.107  -0.59
O -5.285 0.716 5.526  -0.31
C -5.654 1.133 6.797  0.81
O -4.823 1.361 7.674  -0.57
O -6.955 1.290 6.849  -0.28
C -7.523 1.959 7.924  -0.68
H -3.551 1.559 4.773  0.26
H -4.033 -0.129 4.303  0.20
H -3.338 0.310 5.957  0.31
H -8.083 1.339 8.624  0.27
H -8.323 2.634 7.622  0.26
H -6.810 2.707 8.272  0.32
C 0.295 -11.164 -2.867  -0.64
O 0.056 -12.055 -3.891  -0.28
C 0.752 -11.984 -5.019  0.82
O 1.719 -11.252 -5.378  -0.61
O 0.203 -12.862 -5.823  -0.32
C 0.831 -13.447 -6.965  -0.62
H -0.356 -10.333 -3.136  0.28
H 1.306 -10.779 -2.733  0.32
H 0.078 -11.574 -1.881  0.24
H 1.439 -12.691 -7.462  0.33
H 0.067 -13.748 -7.682  0.22
H 1.380 -14.344 -6.678  0.26
C 2.422 13.222 -0.459  -0.58
O 2.748 11.884 -0.921  -0.29
C 3.863 11.642 -1.653  0.73
O 4.473 12.502 -2.317  -0.56
O 3.873 10.240 -1.767  -0.28
C 4.958 9.559 -2.490  -0.57
H 3.375 13.748 -0.499  0.32
H 2.092 13.166 0.579  0.23
H 1.595 13.672 -1.008  0.23
H 5.820 9.722 -1.842  0.27
H 5.015 10.001 -3.484  0.28
H 4.771 8.488 -2.567  0.21

Its highest occupied orbital energy is -10.55 eV. Its SMILES is COC(=O)OC.COC(=O)OC.COC(=O)OC.COC(=O)OC.COC(=O)OC.COC(=O)OC.COC(=O)OC.COC(=O)OC.COC(=O)OC.COC(=O)OC. Its largest force on an atom is 4.9 eV Å⁻¹. The calculation puts the HOMO-LUMO gap at 0.3962 Eh. As for the energy: -93502.130 eV. The calculation puts the energy above the lowest of the compared OMol25 structures with the same formula, charge and spin at 551.9 kJ/mol.

=====

No. 2
Density functional theory data (ωB97M-V with the def2-TZVPD basis set) for C23H20ClNO3 in the gas phase.

Each line ends with the natural charge from an NBO analysis.
Cartesian coordinates (Å):
O -0.806 -2.899 -2.563  -0.56
O 0.818 -2.563 0.011  -0.59
Cl 2.253 -1.386 8.338  0.00
O -0.322 -1.162 -3.907  -0.47
C -0.285 -1.789 -2.740  0.75
C 0.904 -1.401 -0.408  0.65
C 1.312 1.196 -1.494  -0.33
C 0.398 -1.043 -1.744  -0.27
C 1.587 0.949 -0.191  0.08
C 0.666 0.164 -2.314  0.10
C -3.940 1.072 -1.189  -0.23
C -2.996 2.102 -1.155  -0.20
C -3.918 0.256 -2.306  -0.18
C 1.793 -2.151 5.759  -0.22
C 0.906 0.004 6.377  -0.22
C 1.321 -2.005 4.438  -0.21
C 0.557 0.201 5.059  -0.20
C -2.002 2.207 -2.149  -0.26
C -2.973 0.361 -3.323  -0.26
C 1.583 -1.169 6.739  -0.04
C 0.769 -0.777 4.068  -0.01
C -1.961 1.287 -3.227  0.07
N 1.373 -0.326 0.362  -0.41
C 1.526 0.270 -4.660  -0.62
C 0.403 -0.550 2.639  -0.44
C -0.738 1.292 -4.161  -0.45
C 1.682 -0.508 1.807  -0.20
C 0.274 0.164 -3.769  0.24
H 1.498 2.177 -1.912  0.23
H 2.032 1.754 0.376  0.22
H -4.700 0.979 -0.442  0.22
H -3.008 2.866 -0.347  0.21
H -4.676 -0.526 -2.386  0.21
H 2.323 -3.081 5.988  0.23
H 0.694 0.746 7.132  0.23
H 1.395 -2.799 3.693  0.23
H 0.090 1.145 4.812  0.21
H -1.361 3.063 -2.086  0.21
H -2.981 -0.383 -4.121  0.23
H 2.174 1.117 -4.352  0.22
H 2.153 -0.599 -4.566  0.23
H 1.195 0.426 -5.691  0.22
H -0.084 0.439 2.512  0.21
H -0.214 -1.339 2.295  0.24
H -1.102 1.167 -5.195  0.23
H -0.238 2.278 -4.071  0.22
H 2.245 -1.492 1.897  0.23
H 2.379 0.268 2.167  0.21

Its highest occupied orbital energy is -8.92 eV. Its SMILES is C[C@@]1(Cc2ccccc2)OC(=O)c2c1ccn(CCc1ccc(Cl)cc1)c2=O. Its largest force on an atom is 5.9 eV Å⁻¹. The calculation puts the HOMO-LUMO gap at 0.3242 Eh. As for the energy: -44331.095 eV. The calculation puts the energy above the lowest of the compared OMol25 structures with the same formula, charge and spin at 0.0 kJ/mol.